C14H18ClN3OS in the gas phase, computed with the ωB97M-V functional and the def2-TZVPD basis.

Structure (XYZ):
```
38
Properties=species:S:1:pos:R:3:forces:R:3
C -1.050 -2.075 3.640 0.67 1.77 -0.01
C 0.236 -2.199 2.712 0.20 -1.00 3.20
C 0.496 -1.183 1.593 -0.26 1.89 6.51
C 0.799 0.212 2.294 2.78 -1.18 0.68
O 1.087 1.291 1.393 -1.89 -1.51 0.68
C -0.012 1.564 0.587 3.07 0.91 -2.69
C -1.479 1.415 0.897 9.76 -1.27 1.81
C -2.117 2.096 0.052 -6.39 0.80 -2.20
C -1.733 2.740 -1.066 -2.87 2.43 -2.25
C -0.502 2.881 -1.468 6.51 -1.68 -1.16
C 0.596 2.074 -0.678 -6.69 2.56 2.15
C 2.072 2.235 -0.912 -3.56 6.56 -2.83
H 2.337 3.453 -0.668 -0.05 -3.88 -0.13
H 2.498 1.440 -0.536 3.09 -3.23 2.64
S 2.316 2.163 -2.733 -1.36 -2.52 -0.22
C 1.285 0.498 -3.002 3.29 7.08 -0.92
N 1.000 0.193 -4.215 -0.12 -0.98 -0.64
N 0.395 -1.076 -3.938 0.82 5.58 -6.59
C 0.490 -1.183 -2.739 -7.24 -13.26 7.27
N 0.885 -0.303 -2.051 4.34 6.69 5.85
C -0.253 -2.316 -1.920 -3.81 -3.09 -7.90
H -1.439 -2.352 -1.909 2.40 1.27 0.19
H 0.104 -2.599 -1.046 1.94 -0.64 4.11
H -0.271 -3.417 -2.599 0.70 2.85 1.67
H 0.463 -1.602 -4.703 -0.45 -3.28 -3.07
H -0.151 3.376 -2.431 -0.79 -0.56 1.48
Cl -3.124 3.577 -2.105 1.76 -1.10 1.38
H -3.140 1.903 0.160 -1.95 0.59 -0.13
H -1.713 0.875 1.754 -1.13 -0.63 1.02
H -0.052 0.540 2.954 1.09 -0.60 -0.26
H 1.846 0.031 2.848 -2.57 0.71 -0.61
H -0.425 -1.055 1.256 -3.81 0.31 -3.01
H 1.221 -1.545 1.020 2.83 -0.90 -2.89
H 1.068 -2.232 3.542 -0.99 0.10 -1.86
H 0.101 -3.236 2.406 0.68 0.04 -0.87
H -1.009 -3.008 4.281 -0.24 1.40 -0.37
H -0.756 -1.030 4.323 -1.98 -3.07 -1.72
H -2.069 -2.147 3.004 2.21 0.82 1.67
```
Forces are in eV/Å.

Summary:
**Highest occupied orbital energy**: -8.1 eV
**Lowest unoccupied orbital energy**: 0.577 eV
**Molecular weight**: 311.838 g mol⁻¹
**Frontier orbital gap**: 0.32012 Ha


C9H9N3O3 in the gas phase, computed with the ωB97M-V functional and the def2-TZVPD basis.

Structure (XYZ):
```
24
Properties=species:S:1:pos:R:3:forces:R:3
N 3.272 1.801 2.512 0.87 0.45 -0.44
C 2.243 1.344 1.776 -1.85 -0.33 -1.09
C 1.222 0.569 2.409 -0.59 -0.85 -1.68
C 0.267 -0.070 1.645 1.57 1.86 0.55
N 0.160 0.315 0.387 -2.77 -1.49 -4.43
C -1.142 -0.399 -0.646 2.25 0.93 3.15
C -1.886 0.414 -1.633 1.05 1.66 -1.45
C -0.932 -0.689 -2.092 -2.12 -0.84 1.25
C -1.592 -2.050 -2.311 -2.65 3.73 0.49
O -2.249 -2.300 -1.046 -2.13 -2.83 -2.02
C -1.862 -1.627 -0.039 2.09 2.38 1.88
O -1.977 -1.958 1.119 -0.25 0.35 -0.85
C 1.081 1.156 -0.282 0.97 1.04 0.42
O 0.869 1.489 -1.445 0.27 -0.44 0.89
N 2.205 1.613 0.461 -1.20 -0.79 0.39
H 3.352 1.933 3.494 -0.83 -0.60 0.62
H 3.849 2.457 2.052 0.61 0.52 -0.84
H 1.232 0.374 3.417 0.32 -0.48 2.18
H -0.425 -0.817 1.913 -0.65 -0.52 0.96
H -1.463 1.434 -1.846 -0.40 -1.21 0.49
H -2.961 0.361 -1.873 0.53 -0.42 0.67
H 0.014 -0.557 -2.465 1.82 0.94 -1.21
H -2.363 -2.002 -3.131 0.81 -0.42 0.94
H -0.915 -2.790 -2.375 2.29 -2.63 -0.87
```
Forces are in eV/Å.

Summary:
**Highest occupied orbital energy**: -8.5 eV
**Lowest unoccupied orbital energy**: 0.763 eV
**SMILES string**: Nc1ccn([C@@]23C[C@@H]2COC3=O)c(=O)n1
**Molecular weight**: 207.189 g mol⁻¹
**Frontier orbital gap**: 0.34177 Ha


C16H20N2O7 in the gas phase, computed with the ωB97M-V functional and the def2-TZVPD basis.

Structure (XYZ):
```
45
Properties=species:S:1:pos:R:3:forces:R:3
C 8.231 0.154 0.878 -0.41 0.06 0.11
C 7.100 0.603 1.792 0.49 -0.13 0.24
O 5.831 0.512 1.143 -0.28 -0.02 -0.18
C 5.265 -0.713 1.129 -0.11 0.05 -0.10
O 5.720 -1.691 1.673 0.33 -0.23 0.26
N 4.110 -0.708 0.419 -0.07 0.10 -0.04
C 3.289 -1.895 0.375 -0.07 -0.24 0.14
C 1.857 -1.565 0.784 0.05 -0.35 0.30
N 1.332 -0.511 -0.065 0.14 0.14 -0.18
C 0.058 -0.086 -0.029 -0.15 -0.28 0.26
O -0.360 0.828 -0.720 -0.18 0.29 -0.19
C -0.887 -0.813 0.929 -0.02 -0.18 -0.25
O -2.174 -0.274 0.725 -0.05 0.05 0.26
C -2.933 -0.879 -0.230 0.06 -0.32 -0.10
O -2.668 -1.971 -0.669 -0.03 0.13 0.08
C -4.093 -0.058 -0.593 0.05 0.15 -0.03
C -5.281 -0.714 -0.929 0.12 0.21 0.03
C -6.422 -0.019 -1.241 -0.23 0.11 -0.06
C -6.389 1.379 -1.239 0.50 -0.14 0.12
O -7.529 2.046 -1.539 -0.16 0.09 -0.05
C -5.209 2.043 -0.951 0.04 0.11 0.04
C -4.042 1.347 -0.633 -0.29 -0.30 -0.06
O -2.945 2.083 -0.427 0.14 0.13 0.00
C 2.286 0.181 -0.913 0.17 0.31 -0.12
C 3.546 0.513 -0.125 -0.02 0.36 -0.15
H 8.225 0.733 -0.043 0.05 0.06 -0.07
H 8.112 -0.899 0.636 0.05 -0.07 -0.02
H 9.183 0.295 1.381 0.13 0.01 0.03
H 7.201 1.658 2.057 -0.04 -0.13 0.00
H 7.081 -0.011 2.697 -0.02 0.18 -0.10
H 3.302 -2.328 -0.632 -0.03 -0.05 0.10
H 3.726 -2.619 1.066 -0.15 0.06 -0.14
H 1.844 -1.242 1.833 0.04 -0.11 -0.04
H 1.243 -2.466 0.693 0.07 0.03 0.04
H -0.614 -0.628 1.970 0.00 -0.03 -0.09
H -0.904 -1.889 0.722 0.12 0.19 0.12
H -5.280 -1.793 -0.920 -0.01 -0.10 -0.01
H -7.344 -0.520 -1.485 -0.11 -0.09 -0.02
H -7.369 2.998 -1.511 0.02 -0.15 0.01
H -5.161 3.122 -0.977 0.01 0.12 -0.02
H -2.130 1.544 -0.367 -0.10 0.02 -0.02
H 1.803 1.095 -1.264 0.15 -0.16 0.01
H 2.531 -0.437 -1.782 -0.02 0.09 0.00
H 4.280 0.997 -0.777 -0.15 0.02 0.04
H 3.307 1.209 0.688 -0.02 0.01 -0.14
```
Forces are in eV/Å.

Summary:
**Highest occupied orbital energy**: -8.4 eV
**Lowest unoccupied orbital energy**: 0.477 eV
**SMILES string**: CCOC(=O)N1CCN(C(=O)COC(=O)c2ccc(O)cc2O)CC1
**Molecular weight**: 352.343 g mol⁻¹
**Frontier orbital gap**: 0.32704 Ha


5 unconnected molecules or ions with the total composition C20H32NO6, computed with the ωB97M-V functional and the def2-TZVPD basis.

Structure (XYZ):
```
59
Properties=species:S:1:pos:R:3:forces:R:3
N -3.494 0.473 0.571 -0.37 -0.60 -0.45
C -3.972 -0.759 -0.094 -0.43 -0.82 -0.78
C -3.102 -1.059 -1.391 1.33 0.54 -2.64
O -2.339 -2.050 -1.376 -0.83 -0.06 1.07
O -3.138 -0.286 -2.433 -1.07 -0.19 2.52
C -5.503 -0.755 -0.443 -1.58 -0.47 0.23
C -6.100 0.052 -1.500 -1.49 -0.89 0.81
C -7.542 -0.041 -1.784 0.98 -1.30 1.61
C -8.370 -0.940 -0.998 1.52 -0.01 0.50
C -7.792 -1.720 0.085 1.27 0.99 -0.79
C -6.370 -1.632 0.365 -0.61 1.30 -1.68
H -4.133 0.639 1.351 0.22 0.40 -0.35
H -3.563 1.212 -0.133 -0.07 -0.03 0.43
H -3.792 -1.647 0.577 -0.17 0.99 -0.53
H -5.466 0.742 -2.100 -0.41 -0.81 0.53
H -8.026 0.537 -2.606 0.66 -0.46 0.77
H -9.461 -1.057 -1.203 1.06 0.24 0.10
H -8.426 -2.391 0.711 0.53 0.66 -0.68
H -5.901 -2.220 1.193 -0.54 0.53 -0.87
C 1.479 -0.521 2.182 -0.17 -0.14 0.44
C 0.238 -1.378 2.144 -0.27 -0.18 -0.07
O -0.250 -1.822 3.166 0.20 0.11 -0.04
C -0.368 -1.658 0.795 -0.08 -0.16 0.56
H 1.806 -0.402 3.213 -0.03 0.00 -0.11
H 2.279 -1.001 1.615 -0.02 0.17 -0.13
H 1.263 0.465 1.766 0.12 -0.07 -0.16
H 0.351 -2.188 0.167 -0.02 0.18 -0.14
H -0.666 -0.723 0.318 0.08 -0.09 -0.15
H -1.251 -2.282 0.915 0.06 0.10 -0.13
C 4.068 0.493 5.877 -0.34 0.07 -0.10
C 4.634 0.448 4.479 -0.16 0.03 -0.31
O 3.929 0.620 3.510 0.29 0.14 0.27
C 6.112 0.181 4.339 -0.01 -0.02 -0.41
H 2.998 0.693 5.827 0.08 -0.03 -0.02
H 4.223 -0.467 6.372 0.13 0.10 0.10
H 4.548 1.292 6.447 0.10 -0.15 0.10
H 6.356 -0.793 4.767 0.08 0.12 0.18
H 6.680 0.967 4.841 0.04 -0.15 0.17
H 6.380 0.176 3.281 -0.07 0.01 0.11
C 5.928 3.216 1.334 -0.24 -0.28 0.10
C 7.055 2.264 1.029 -0.16 -0.29 0.04
O 6.920 1.068 1.160 0.17 0.17 -0.05
C 8.357 2.859 0.554 0.17 -0.30 -0.04
H 5.056 2.649 1.664 0.08 0.00 -0.02
H 6.224 3.900 2.131 0.02 0.15 -0.15
H 5.661 3.777 0.436 0.09 0.16 0.10
H 8.761 3.528 1.316 -0.06 0.15 -0.13
H 8.199 3.405 -0.378 0.02 0.17 0.12
H 9.076 2.060 0.373 -0.07 0.04 0.02
C -2.857 -0.711 -5.517 -0.18 0.08 -0.44
C -2.330 -0.692 -6.924 -0.53 0.05 0.01
O -3.058 -0.496 -7.879 0.27 -0.03 0.00
C -0.850 -0.928 -7.109 0.03 0.03 -0.43
H -3.931 -0.528 -5.531 0.09 -0.01 0.02
H -2.675 -1.685 -5.062 0.17 0.19 0.26
H -2.378 0.072 -4.927 0.05 -0.28 0.26
H -0.581 -1.913 -6.724 0.08 0.12 0.19
H -0.283 -0.154 -6.589 0.03 -0.17 0.16
H -0.607 -0.888 -8.172 -0.04 0.00 0.06
```
Forces are in eV/Å.

Summary:
**Highest occupied orbital energy**: -4.5 eV
**Lowest unoccupied orbital energy**: 1.981 eV
**Net charge**: -1
**Molecular weight**: 382.477 g mol⁻¹
**Frontier orbital gap**: 0.23695 Ha


These records have energy above the lowest of the compared OMol25 structures with the same formula, charge and spin values of 955.2; 263.4; 10.8; 0.0 kJ/mol, in the order they appear.